Record 1
# C15H22F16NO4P

3 unconnected molecules or ions with the total composition C15H22F16NO4P at a distorted geometry (ωB97M-V/def2-TZVPD, the OMol25 dataset).

Geometry as XYZ:
```
59
C15H22F16NO4P ωB97M-V/def2-TZVPD
C -0.09 -1.70 2.17
O 0.25 -1.93 0.82
C -0.33 -1.03 -0.11
P -2.19 -0.67 0.05
N -4.01 -0.28 0.22
C -4.25 0.79 1.19
C -4.70 -1.45 0.63
C -5.05 -2.39 -0.46
O -5.01 -1.69 1.80
H -0.30 -0.66 2.39
H 0.77 -1.98 2.77
H -0.90 -2.35 2.47
H -0.19 -1.48 -1.08
H 0.21 -0.08 -0.15
H -1.94 0.43 0.91
H -2.43 -1.99 0.47
H -2.24 -0.41 -1.32
H -3.77 0.63 2.15
H -5.30 0.90 1.37
H -3.90 1.73 0.79
H -5.91 -1.99 -0.99
H -4.25 -2.54 -1.17
H -5.36 -3.32 -0.01
C 3.10 0.03 4.99
C 2.53 1.18 4.14
C 2.91 1.22 2.65
F 4.24 1.35 2.48
F 2.30 2.29 2.09
F 2.79 2.36 4.73
F 1.18 1.00 4.14
O 4.23 0.27 5.80
C 5.52 0.12 5.35
C 6.30 1.44 5.38
F 5.68 2.39 4.67
F 7.52 1.22 4.84
F 5.58 -0.47 4.14
F 6.15 -0.70 6.22
H 2.31 -0.18 5.71
H 3.21 -0.89 4.40
H 2.56 0.32 2.14
H 6.42 1.78 6.41
C -1.85 1.35 -5.04
C -0.92 1.28 -3.82
C 0.53 1.75 -3.99
F 1.19 1.01 -4.91
F 1.16 1.60 -2.80
F -0.95 0.04 -3.28
F -1.45 2.13 -2.91
O -2.08 0.17 -5.79
C -1.28 -0.22 -6.84
C -0.60 -1.57 -6.58
F 0.11 -1.54 -5.44
F 0.23 -1.83 -7.61
F -0.39 0.73 -7.19
F -2.09 -0.42 -7.90
H -2.83 1.57 -4.62
H -1.60 2.19 -5.69
H 0.56 2.80 -4.28
H -1.36 -2.36 -6.51
```

## Properties
Charge ... 0
Kohn-Sham gap ... 9.328 eV



Record 2
# C15H22F6N2O7

5 unconnected molecules or ions with the total composition C15H22F6N2O7 at a distorted geometry (ωB97M-V/def2-TZVPD, the OMol25 dataset).

Geometry as XYZ:
```
52
C15H22F6N2O7 ωB97M-V/def2-TZVPD
C -25.87 -9.12 23.67
C -26.80 -10.00 22.93
O -27.84 -10.44 23.78
C -28.82 -11.11 23.20
O -28.75 -11.61 22.07
C -30.17 -11.03 24.05
F -31.10 -10.54 23.30
F -30.52 -12.30 24.36
F -30.15 -10.27 25.17
H -26.34 -8.38 24.33
H -25.24 -8.66 22.91
H -25.13 -9.58 24.32
H -26.26 -10.79 22.40
H -27.23 -9.49 22.07
C -26.91 -5.49 24.29
C -27.61 -6.17 25.43
O -28.77 -5.44 25.60
C -29.60 -5.90 26.64
O -29.45 -6.95 27.32
C -30.84 -4.97 26.88
F -31.97 -5.68 26.53
F -30.83 -4.53 28.15
F -30.77 -3.96 26.00
H -27.23 -6.01 23.39
H -25.83 -5.41 24.43
H -27.06 -4.41 24.33
H -27.04 -6.10 26.35
H -27.83 -7.21 25.20
C -22.14 -4.99 24.55
O -21.72 -6.34 24.34
C -22.49 -7.23 24.91
O -23.51 -7.08 25.56
O -21.85 -8.36 24.66
C -22.10 -9.60 25.33
H -22.27 -4.67 25.58
H -23.13 -4.92 24.10
H -21.47 -4.26 24.09
H -22.92 -9.43 26.02
H -21.26 -9.95 25.93
H -22.42 -10.29 24.55
C -26.29 -10.09 27.10
C -27.48 -10.90 26.97
N -28.45 -11.56 26.88
H -25.68 -10.41 27.95
H -26.64 -9.08 27.30
H -25.78 -10.23 26.15
C -23.66 -1.73 30.14
C -23.10 -2.37 28.90
N -22.65 -2.93 27.94
H -23.13 -0.81 30.35
H -23.58 -2.46 30.94
H -24.71 -1.55 29.88
```

## Properties
Charge ... 0
Kohn-Sham gap ... 11.451 eV
Relative energy (zero: lowest compared OMol25 entry of this formula, charge and spin) ... 0.0 kJ/mol



Record 3
# C15H22FN3O4

2 unconnected molecules or ions with the total composition C15H22FN3O4 at a distorted geometry (ωB97M-V/def2-TZVPD, the OMol25 dataset).

Geometry as XYZ:
```
45
C15H22FN3O4 ωB97M-V/def2-TZVPD
O 3.40 -2.17 -3.28
O -1.33 -1.84 -1.59
O -0.36 3.19 0.31
F -5.03 -1.42 3.49
O -0.71 3.01 2.58
C 3.22 -1.82 -2.13
C -0.31 -1.69 -2.25
C -0.27 2.57 1.37
C -4.02 -0.13 1.75
C -2.67 -1.52 3.19
C -2.87 0.26 1.05
C -1.52 -1.13 2.49
C -3.92 -1.03 2.82
C -1.61 -0.24 1.41
N -0.23 -0.68 -3.12
N 2.07 -2.00 -1.48
N 1.78 1.24 0.67
C -1.11 4.39 2.63
C 4.32 -1.13 -1.36
C 0.87 -0.36 -4.03
C 0.87 -2.65 -2.03
C -0.38 0.14 0.64
C 0.46 1.20 1.35
H -4.99 0.25 1.46
H -2.59 -2.21 4.02
H -2.96 0.94 0.21
H -0.55 -1.53 2.78
H -1.07 -0.11 -3.17
H 2.01 -1.64 -0.54
H 1.67 1.60 -0.28
H 2.43 1.84 1.19
H -1.40 4.65 3.65
H -1.96 4.57 1.98
H -0.28 5.04 2.33
H 5.18 -0.99 -2.02
H 4.61 -1.75 -0.51
H 3.97 -0.16 -1.00
H 1.25 -1.26 -4.51
H 0.52 0.33 -4.80
H 1.68 0.12 -3.48
H 1.11 -3.12 -2.98
H 0.55 -3.43 -1.35
H -0.66 0.51 -0.36
H 0.23 -0.76 0.50
H 0.61 0.89 2.39
```

## Properties
Charge ... 0
Kohn-Sham gap ... 9.532 eV
Relative energy (zero: lowest compared OMol25 entry of this formula, charge and spin) ... 0.0 kJ/mol



Record 4
# C15H22GeNO5Tc

A molecular structure, C15H22GeNO5Tc at a distorted geometry (ωB97M-V/def2-TZVPD, the OMol25 dataset).

Geometry as XYZ:
```
45
C15H22GeNO5Tc ωB97M-V/def2-TZVPD
Tc -0.39 -0.37 -0.03
O 3.85 -4.74 0.89
C 2.97 -3.79 0.76
C 2.71 -2.80 1.74
C 1.75 -1.86 1.45
N 1.06 -1.87 0.32
C 1.29 -2.80 -0.61
C 2.23 -3.78 -0.45
C 0.42 -2.62 -1.81
O 0.26 -3.17 -2.81
O -0.43 -1.39 -1.48
C 1.33 -0.74 2.34
O 1.65 -0.40 3.41
O 0.28 -0.01 1.61
H 4.35 -4.73 1.72
H 3.25 -2.76 2.68
H 2.41 -4.54 -1.21
C -5.19 2.56 3.61
C -3.95 3.21 3.04
C -3.47 2.24 1.77
C -2.31 2.96 1.26
Ge -1.49 2.01 -0.49
C -3.00 1.40 -1.85
C -3.53 2.76 -2.17
C -4.65 2.42 -3.32
C -5.25 3.76 -3.72
H -5.49 3.20 4.46
H -5.00 1.56 4.00
H -6.01 2.53 2.90
H -3.12 3.25 3.74
H -4.14 4.21 2.64
H -4.33 2.19 1.11
H -3.27 1.26 2.21
H -1.42 2.97 1.88
H -2.49 3.93 0.79
H -0.78 3.23 -1.09
H -3.67 0.72 -1.32
H -2.44 0.90 -2.64
H -2.82 3.44 -2.63
H -4.06 3.24 -1.35
H -5.39 1.75 -2.88
H -4.14 1.93 -4.14
H -5.75 4.26 -2.89
H -6.01 3.53 -4.47
H -4.51 4.42 -4.17
```

## Properties
Spin multiplicity ... 2
Charge ... +3
Kohn-Sham gap (spin up / spin down) ... 4.203 / 4.454 eV
Expectation value of S² ... 0.767



| no. | M (g mol⁻¹) | DFT total energy (hartree) |
| --- | --- | --- |
| 1 | 615.3 | -2879.59214 |
| 2 | 456.3 | -1820.09498 |
| 3 | 327.4 | -1149.91303 |
| 4 | 467.0 | -3172.16216 |